(1)
C22H32N2O3 | ωB97M-V with the def2-TZVPD basis set

Each line ends with the Löwdin charge.
CARTESIAN COORDINATES (ANGSTROEM)
O  1.702  -1.141  -3.249  0.045
C  0.919  -1.068  -2.317  -0.455
N  1.206  -1.582  -1.100  -0.041
C  0.309  -1.610  0.035  -0.098
C  -0.800  -0.565  -0.055  -0.196
C  -1.834  -0.845  1.028  -0.415
O  -2.172  -1.989  1.283  0.065
N  -2.392  0.214  1.662  -0.041
C  -1.995  1.599  1.484  -0.104
C  -2.379  2.160  0.137  -0.219
C  -1.489  2.944  -0.585  -0.051
C  -1.844  3.458  -1.820  -0.082
C  -3.095  3.190  -2.349  -0.087
C  -3.990  2.413  -1.634  -0.079
C  -3.635  1.902  -0.399  -0.046
H  -4.333  1.288  0.150  0.115
H  -4.968  2.201  -2.041  0.105
H  -3.371  3.586  -3.315  0.102
H  -1.141  4.063  -2.372  0.105
H  -0.510  3.158  -0.177  0.115
H  -2.492  2.171  2.272  0.126
H  -0.917  1.711  1.647  0.131
C  -3.402  -0.062  2.665  -0.132
H  -3.806  -1.055  2.455  0.125
H  -4.195  0.686  2.598  0.129
C  -2.834  -0.056  4.085  -0.230
O  -2.565  1.278  4.471  -0.069
H  -2.223  1.284  5.370  0.090
H  -3.571  -0.508  4.762  0.120
H  -1.918  -0.661  4.109  0.126
H  -0.373  0.433  0.036  0.130
C  -1.448  -0.708  -1.433  -0.120
C  -0.410  -0.350  -2.482  -0.071
H  -0.771  -0.569  -3.488  0.127
H  -0.200  0.724  -2.445  0.122
H  -1.787  -1.738  -1.559  0.135
H  -2.315  -0.050  -1.526  0.106
H  0.900  -1.443  0.942  0.132
H  -0.157  -2.602  0.120  0.136
C  2.441  -2.324  -0.934  -0.121
H  2.212  -3.282  -0.455  0.134
C  3.501  -1.575  -0.116  -0.312
C  4.767  -2.428  -0.016  -0.173
C  5.849  -1.705  0.781  -0.205
C  6.175  -0.362  0.137  -0.212
C  4.918  0.497  0.042  -0.202
C  3.834  -0.225  -0.752  -0.163
H  4.171  -0.387  -1.777  0.127
H  2.935  0.393  -0.798  0.113
H  5.154  1.450  -0.437  0.108
H  4.551  0.712  1.049  0.113
H  6.939  0.156  0.721  0.106
H  6.574  -0.529  -0.865  0.114
H  6.747  -2.324  0.829  0.107
H  5.501  -1.543  1.804  0.113
H  5.137  -2.635  -1.022  0.124
H  4.532  -3.384  0.458  0.115
H  3.122  -1.402  0.898  0.137
H  2.831  -2.511  -1.937  0.128

As for the energy above the lowest of the compared OMol25 structures with the same formula, charge and spin: 0.57 kJ/mol. The calculation puts the HOMO energy at -8.87 eV. For the HOMO-LUMO gap, the calculation gives 0.3453 Ha. For the molecular weight, the calculation gives 372.51 g mol⁻¹. The SMILES is O=C1CC[C@@H](C(=O)N(CCO)Cc2ccccc2)CN1CC1CCCCC1.

=====

(2)
C4H15N2O | ωB97M-V with the def2-TZVPD basis set

Each line ends with the Löwdin charge.
CARTESIAN COORDINATES (ANGSTROEM)
C  -1.830  -0.528  1.247  -0.235
C  -0.683  0.415  0.922  -0.213
C  -0.261  0.919  -0.431  -0.111
C  0.333  -0.400  -2.655  0.016
N  0.300  -0.282  -1.151  0.006
N  -1.458  -1.874  0.790  -0.013
H  -2.764  -0.291  0.743  0.120
H  -1.976  -0.541  2.330  0.120
H  -0.630  1.278  1.620  0.132
H  0.182  -0.002  1.452  0.119
H  0.522  1.658  -0.271  0.131
H  -1.100  1.412  -0.923  0.140
H  -0.686  -0.194  -2.941  0.100
H  0.788  -1.348  -2.961  0.108
H  1.050  0.229  -3.181  0.102
H  1.276  -0.385  -0.873  0.175
H  -0.165  -1.123  -0.771  0.131
H  -0.956  -2.430  1.470  0.087
H  -2.217  -2.429  0.432  0.078
H  2.834  2.238  2.129  0.015
H  4.175  1.775  1.662  0.048
O  3.266  1.904  1.362  -0.056

As for the energy above the lowest of the compared OMol25 structures with the same formula, charge and spin: 137.33 kJ/mol. The calculation puts the HOMO energy at -13.49 eV. For the HOMO-LUMO gap, the calculation gives 0.3938 Ha. For the molecular weight, the calculation gives 107.18 g mol⁻¹. As for the net charge: +1.

=====

(3)
BH3OS | ωB97M-V with the def2-TZVPD basis set

Each line ends with the Löwdin charge.
CARTESIAN COORDINATES (ANGSTROEM)
B  1.324  0.107  -0.073  -0.607
O  -1.132  -0.481  -0.289  -0.087
S  1.701  1.543  0.531  0.644
H  1.082  -0.963  -0.361  -0.040
H  -1.864  0.100  -0.469  0.047
H  -1.111  -0.307  0.661  0.042

As for the energy above the lowest of the compared OMol25 structures with the same formula, charge and spin: 156.98 kJ/mol. The calculation puts the HOMO energy at -10.18 eV. For the HOMO-LUMO gap, the calculation gives 0.3894 Ha. For the molecular weight, the calculation gives 61.90 g mol⁻¹. The SMILES is B=S.O.

=====

(4)
CH5NO | ωB97M-V with the def2-TZVPD basis set

Each line ends with the Löwdin charge.
CARTESIAN COORDINATES (ANGSTROEM)
C  -1.072  -0.325  0.008  0.032
N  1.497  0.304  0.003  -0.054
O  0.566  -0.719  -0.007  -0.287
H  -1.314  0.674  -0.604  0.118
H  -1.269  -0.381  1.086  0.062
H  -1.452  -1.153  -0.417  0.000
H  1.276  0.851  0.795  0.056
H  1.766  0.748  -0.864  0.073

As for the energy above the lowest of the compared OMol25 structures with the same formula, charge and spin: 310.32 kJ/mol. The calculation puts the HOMO energy at -8.74 eV. For the HOMO-LUMO gap, the calculation gives 0.3624 Ha. For the molecular weight, the calculation gives 47.06 g mol⁻¹. The SMILES is CON.

=====

(5)
C23H55N3OP4SSm | ωB97M-V with the def2-TZVPD basis set

Each line ends with the Mulliken spin population.
CARTESIAN COORDINATES (ANGSTROEM)
Sm  -0.527  0.369  0.009  5.101
P  -0.520  -0.874  -2.631  -0.013
P  2.310  -0.260  -0.239  -0.008
P  -3.460  0.838  -0.290  -0.011
H  4.114  4.049  0.737  0.000
C  3.038  3.822  0.765  0.000
C  2.325  4.028  1.882  0.000
H  2.796  4.473  2.768  0.000
C  -0.162  -0.075  -4.237  -0.002
C  0.405  -2.444  -2.824  -0.002
C  -2.224  -1.493  -2.922  -0.003
C  3.522  0.417  0.948  -0.004
C  2.618  -2.058  -0.013  0.001
C  3.152  0.096  -1.824  -0.002
C  -3.982  2.099  0.945  -0.002
C  -4.787  -0.398  -0.062  -0.002
C  -4.029  1.631  -1.850  -0.002
H  2.592  3.490  -0.176  0.000
H  1.253  3.824  1.953  0.000
H  -0.368  -0.777  -5.058  0.000
H  0.893  0.227  -4.264  0.000
H  -0.795  0.815  -4.345  0.000
H  -0.015  -2.995  -3.679  0.000
H  0.298  -3.057  -1.918  0.001
H  1.470  -2.255  -3.009  0.000
H  -2.212  -2.135  -3.815  0.000
H  -2.919  -0.658  -3.082  0.001
H  -2.563  -2.082  -2.058  0.000
H  4.535  0.243  0.558  0.000
H  3.429  -0.067  1.929  0.000
H  3.374  1.496  1.075  0.001
H  3.671  -2.214  0.262  0.000
H  2.411  -2.607  -0.939  0.000
H  1.979  -2.470  0.782  0.000
H  4.242  0.049  -1.683  0.000
H  2.884  1.110  -2.151  0.001
H  2.856  -0.608  -2.613  0.000
H  -4.938  2.535  0.624  0.000
H  -3.232  2.897  1.017  0.001
H  -4.104  1.630  1.929  0.000
H  -5.765  0.066  -0.254  -0.001
H  -4.769  -0.782  0.966  0.000
H  -4.639  -1.234  -0.759  0.000
H  -4.852  2.324  -1.622  0.000
H  -4.387  0.868  -2.551  0.000
H  -3.210  2.188  -2.321  0.000
C  -0.967  4.413  -0.994  -0.007
C  -1.254  4.977  -2.251  -0.003
C  -1.380  6.356  -2.375  0.000
C  -1.207  7.182  -1.253  -0.002
C  -0.887  6.621  -0.011  0.000
C  -0.807  5.238  0.131  0.001
S  -0.796  2.713  -0.865  -0.015
H  0.293  2.331  0.091  0.008
H  -1.376  4.309  -3.104  0.000
H  -1.601  6.785  -3.350  0.000
H  -1.303  8.264  -1.359  0.000
H  -0.682  7.263  0.846  0.000
H  -0.588  4.776  1.090  0.000
C  0.773  -0.383  3.139  0.005
N  -0.567  -0.600  2.524  0.002
C  -1.646  0.124  3.243  0.006
P  -0.958  -2.124  1.875  -0.016
O  -1.118  -1.854  0.380  -0.024
N  0.271  -3.226  2.035  0.001
C  0.187  -4.384  1.109  -0.001
C  0.720  -3.656  3.376  0.000
N  -2.411  -2.661  2.409  0.000
C  -3.271  -3.388  1.456  0.000
C  -2.596  -3.091  3.806  0.000
H  0.755  -0.644  4.211  0.000
H  1.044  0.677  3.036  -0.004
H  1.535  -0.977  2.610  0.000
H  -1.436  1.202  3.209  -0.003
H  -2.613  -0.051  2.757  -0.001
H  -1.696  -0.197  4.296  -0.001
H  -0.006  -4.056  0.081  0.000
H  1.157  -4.896  1.135  0.000
H  -0.593  -5.099  1.420  0.000
H  1.734  -4.066  3.264  0.000
H  0.765  -2.824  4.086  0.000
H  0.074  -4.448  3.785  0.000
H  -2.794  -4.307  1.076  0.000
H  -4.187  -3.670  1.991  0.000
H  -3.547  -2.747  0.609  0.000
H  -2.257  -4.128  3.963  0.000
H  -2.080  -2.426  4.510  0.000
H  -3.672  -3.050  4.021  0.000

Its spin multiplicity is 6. The calculation puts the HOMO energy (alpha / beta) at -16.93 / -16.94 eV. For the HOMO-LUMO gap (alpha / beta), the calculation gives 0.2551 / 0.2753 Ha. For the molecular weight, the calculation gives 696.04 g mol⁻¹. As for the net charge: +3.

=====

(6)
CH5NSi2 | ωB97M-V with the def2-TZVPD basis set

Each line ends with the Mulliken spin population.
CARTESIAN COORDINATES (ANGSTROEM)
C  0.466  1.467  -0.522  1.687
N  -0.170  -0.926  -0.045  0.208
Si  1.266  0.029  0.463  0.032
Si  -1.184  0.558  -0.292  0.035
H  2.476  -0.586  -0.073  0.000
H  1.239  -0.107  1.918  0.025
H  -0.092  -1.573  -0.810  -0.014
H  -1.966  0.541  -1.527  0.003
H  -2.035  0.596  0.888  0.024

As for the energy above the lowest of the compared OMol25 structures with the same formula, charge and spin: 0.00 kJ/mol. Its spin multiplicity is 3. The calculation puts the HOMO energy (alpha / beta) at -8.73 / -9.87 eV. For the HOMO-LUMO gap (alpha / beta), the calculation gives 0.3506 / 0.3097 Ha. For the molecular weight, the calculation gives 87.23 g mol⁻¹.

=====

(7)
C5H9ClOS | ωB97M-V with the def2-TZVPD basis set

Each line ends with the Löwdin charge.
CARTESIAN COORDINATES (ANGSTROEM)
C  -2.404  -0.908  -1.378  -0.127
C  -1.523  -0.118  -0.387  -0.300
C  -0.076  -0.514  -0.242  -0.794
C  0.804  0.514  0.475  -0.743
C  0.271  0.976  1.836  -0.274
H  -2.546  -1.981  -1.003  0.093
H  -1.905  -0.929  -2.349  0.063
H  -3.343  -0.442  -1.439  0.045
H  -1.513  0.917  -0.675  0.097
H  -1.974  -0.076  0.590  0.108
H  1.774  -0.017  0.655  0.101
H  -0.566  1.694  1.747  0.118
H  1.073  1.505  2.412  0.130
H  -0.238  -0.112  3.384  0.087
O  -0.147  -0.249  2.446  -0.061
S  0.455  -1.871  -0.929  0.800
Cl  1.218  1.863  -0.580  0.656

As for the energy above the lowest of the compared OMol25 structures with the same formula, charge and spin: 11.01 kJ/mol. The calculation puts the HOMO energy at -8.65 eV. For the HOMO-LUMO gap, the calculation gives 0.3136 Ha. For the molecular weight, the calculation gives 152.65 g mol⁻¹. The SMILES is CCC(=S)[C@@H](Cl)CO.

=====

(8)
C6H12BaNOP | ωB97M-V with the def2-TZVPD basis set

Each line ends with the Löwdin charge.
CARTESIAN COORDINATES (ANGSTROEM)
C  0.158  -1.940  -0.955  -0.227
P  -0.436  -0.217  -0.773  0.943
C  -0.532  0.612  -2.457  -0.556
C  0.574  0.782  0.394  -0.386
C  1.445  -0.051  1.352  -0.197
N  0.607  -0.443  2.485  0.069
C  -0.710  0.098  2.192  -0.469
O  -1.748  -0.439  2.450  0.152
C  -0.474  1.364  1.392  -0.111
H  0.686  -2.165  -1.867  0.055
H  0.753  -2.197  -0.101  0.046
H  -0.704  -2.576  -0.909  0.035
H  -0.575  -0.136  -3.256  -0.119
H  0.228  1.345  -2.677  0.089
H  -1.500  1.148  -2.481  -0.082
H  1.105  1.610  -0.027  0.117
H  2.292  0.542  1.636  0.130
H  1.889  -0.918  0.899  0.095
H  0.923  0.134  3.260  0.142
H  -0.153  2.230  1.933  0.135
H  -1.354  1.616  0.825  0.092
Ba  -2.475  -0.399  -3.315  2.048

The calculation puts the HOMO energy at -15.45 eV. For the HOMO-LUMO gap, the calculation gives 0.2445 Ha. For the molecular weight, the calculation gives 282.47 g mol⁻¹. As for the net charge: +2.